# C6H12O

One molecule with the formula C6H12O (ωB97M-V/def2-TZVPD, OMol25).

Atoms and positions in Å:
O 0.481 -2.034 -1.302
C 0.233 0.397 -0.708
C -0.115 0.100 0.742
C -0.065 1.395 1.555
C -1.485 -0.565 0.900
C 1.632 0.128 -1.214
C 0.493 -0.696 -1.708
H 0.902 1.899 1.448
H -2.292 0.097 0.564
H -1.672 -0.816 1.951
H -0.239 1.205 2.620
H -0.442 -2.313 -1.259
H -0.259 1.284 -1.111
H 0.640 -0.593 1.133
H 0.160 -0.526 -2.734
H 2.302 -0.379 -0.524
H 2.116 0.826 -1.891
H -0.844 2.087 1.209
H -1.546 -1.496 0.327

Output
net charge	0
SMILES string	CC(C)[C@H]1C[C@H]1O
calculated total energy	-8463.2033	eV
strongest force on any atom	0.30	eV/Å
ΔE to the lowest compared entry with this formula, charge and spin	1.151	eV
Kohn-Sham gap	10.580	eV

Results of the Mulliken charge analysis, in e, for atoms 1 through 4: atom 1 (O): -0.53, atom 2 (C): -0.20, atom 3 (C): 0.80, atom 4 (C): -1.57

# C6H12O

A 2-piece molecular cluster, C6H12O overall at a distorted geometry (ωB97M-V/def2-TZVPD, OMol25).

Atoms and positions in Å:
O -2.426 1.790 0.266
C -2.009 -0.735 0.391
C -1.739 0.657 -0.178
C 0.565 -0.166 0.883
C 1.572 0.944 0.716
C -0.732 -0.033 0.635
C 1.408 -1.101 -1.365
H 1.530 -0.382 -2.170
H -2.129 1.957 1.165
H 1.563 1.434 1.689
H 1.268 1.670 -0.046
H -2.730 -0.817 1.204
H 0.954 -1.118 1.261
H -1.610 0.703 -1.263
H -2.059 -1.559 -0.323
H 2.605 0.636 0.500
H 0.577 -0.731 -0.749
H 1.071 -2.069 -1.709
H 2.404 -1.245 -0.901

Output
net charge	0
SMILES string	C/C=C1/C[C@H]1O.C
calculated total energy	-8460.7923	eV
strongest force on any atom	1.65	eV/Å
ΔE to the lowest compared entry with this formula, charge and spin	3.562	eV
Kohn-Sham gap	9.882	eV

Results of the Mulliken charge analysis, in e, for atoms 1 through 4: atom 1 (O): -0.54, atom 2 (C): -0.49, atom 3 (C): -0.04, atom 4 (C): -0.24

> Which value of net charge does entry 2 give?

0